The following is a quantum chemistry calculation of a 14-piece molecular cluster, C5H40N2O13 overall at a distorted geometry, from OMol25.

Geometry as XYZ:
```
60
Properties=species:S:1:pos:R:3
C -1.720 1.407 0.926
C -1.112 2.082 -0.146
C -2.148 2.353 -1.290
C -2.042 1.302 -2.455
C -1.058 1.579 -3.591
N 0.412 1.444 -3.286
N -1.072 0.083 1.418
H -1.651 2.104 1.800
H -2.787 1.176 0.866
H -0.247 1.567 -0.648
H -0.435 2.921 0.181
H -2.172 3.386 -1.642
H -3.086 2.151 -0.884
H -2.160 0.338 -1.942
H -3.044 1.425 -2.881
H -1.364 0.844 -4.332
H -1.157 2.651 -3.983
H 0.725 2.132 -2.542
H 0.587 0.483 -2.994
H -1.699 -0.228 2.104
H -0.095 0.144 1.775
H 2.145 4.184 0.565
H 2.431 2.845 0.318
O 1.935 3.368 0.872
H 3.680 1.213 -0.463
H 2.767 1.898 -1.440
O 3.416 2.094 -0.810
H 0.858 -2.008 1.129
H 1.870 -3.317 0.572
O 1.522 -2.464 0.300
H -1.538 -2.986 -0.462
H -2.955 -2.356 -0.358
O -1.993 -2.242 -0.003
H 1.906 2.740 2.192
H 2.351 2.801 3.591
O 1.902 2.132 3.004
H 0.582 -2.402 2.810
H -1.125 -0.684 0.743
O 0.478 -1.697 2.397
H -0.219 -1.769 -4.659
H 0.654 -1.833 -3.341
O -0.151 -2.053 -3.735
H 2.442 0.194 3.390
H 1.879 -0.973 2.520
O 2.757 -0.506 2.932
H -3.148 -0.850 4.104
H -3.539 -1.942 3.288
O -3.581 -0.989 3.252
H 2.618 -1.100 -2.058
H 1.387 -1.514 -1.198
O 1.670 -1.222 -2.118
H 0.509 -3.452 -1.328
H -0.607 -3.006 -2.276
O -0.304 -3.616 -1.555
H 3.199 -0.046 1.341
H 2.470 -0.950 0.231
O 3.098 -0.239 0.291
H -1.367 -3.289 2.594
H -1.012 -2.270 3.429
O -1.662 -3.035 3.484
```

* energy: -35429.326 eV
* total charge: 0
* frontier orbital gap: 9.5671 eV
* 2S+1: 1

Results of the Mulliken charge analysis, in e, for atoms 1 through 5:
1. C -1.054
2. C 0.594
3. C -1.238
4. C -0.371
5. C -0.641

The following is a quantum chemistry calculation of a 14-piece molecular cluster, C5H40N2O13 overall at a distorted geometry, from OMol25.

Geometry as XYZ:
```
60
Properties=species:S:1:pos:R:3
N -1.174 0.200 2.493
C -1.060 -0.278 1.056
C 0.078 -1.408 1.058
N 1.440 -0.878 0.692
C 2.829 -2.931 1.231
C 2.148 -2.026 0.086
C 3.027 -1.820 -1.097
H -2.066 0.533 2.794
H -0.559 0.976 2.553
H -1.791 -0.946 0.763
H -0.780 0.516 0.361
H -0.266 -2.315 0.417
H 0.181 -1.736 2.189
H 1.803 -0.506 1.729
H 2.914 -3.937 0.940
H 3.821 -2.638 1.498
H 2.120 -2.927 2.184
H 1.296 -2.630 -0.234
H 2.894 -2.651 -1.829
H 2.630 -1.053 -1.686
H 4.108 -1.712 -0.762
H -0.820 5.739 -0.380
H -1.189 4.248 -0.563
O -1.519 5.176 -0.293
H 0.283 -4.496 -0.818
H 1.411 -5.349 -1.020
O 1.189 -4.569 -0.656
H -0.202 4.403 1.833
H -0.791 3.082 1.178
O -0.169 3.407 1.857
H 2.013 1.173 -1.843
H 0.730 1.657 -1.086
O 1.260 0.841 -1.492
H 2.361 2.188 3.285
H 1.683 1.755 2.004
O 2.072 1.332 2.849
H -0.428 -0.440 -4.465
H -1.148 0.921 -4.748
O -1.180 0.070 -4.495
H 0.075 3.447 -1.644
H 1.241 -0.020 0.112
O -0.383 2.816 -1.081
H -1.855 2.191 -0.660
H -3.359 2.131 -0.184
O -2.619 1.595 -0.139
H -4.841 -2.019 -2.623
H -3.415 -1.495 -2.207
O -3.991 -2.321 -2.244
H 2.483 3.037 0.735
H 1.220 2.818 0.147
O 1.954 2.263 0.395
H -2.337 0.109 -3.086
H -2.540 0.556 -1.583
O -2.342 -0.203 -2.219
H 1.313 -0.262 3.357
H 0.308 -0.832 4.194
O 1.193 -1.010 3.905
H -2.470 -2.661 -0.988
H -1.455 -1.510 -1.284
O -1.535 -2.376 -0.748
```

* energy: -35428.328 eV
* total charge: 0
* frontier orbital gap: 9.2302 eV
* 2S+1: 1

Results of the Mulliken charge analysis, in e, for atoms 1 through 5:
1. N -0.565
2. C -0.710
3. C -0.666
4. N 0.408
5. C -1.234

The following is a quantum chemistry calculation of a 14-piece molecular cluster, C5H40N2O14 overall at a distorted geometry, from OMol25.

Geometry as XYZ:
```
61
Properties=species:S:1:pos:R:3
C 2.100 0.889 -2.299
N 0.729 0.408 -2.159
C 0.294 0.612 -0.762
C -1.270 0.652 -0.656
O -1.663 1.810 0.009
C 0.669 -0.600 0.095
N 2.225 -0.739 0.099
C 2.604 -1.974 0.770
H 2.524 1.481 -1.449
H 2.201 1.599 -3.205
H 2.723 0.059 -2.499
H 0.038 1.041 -2.771
H 0.595 1.634 -0.507
H -1.699 0.610 -1.716
H -1.580 -0.192 -0.092
H -0.891 2.404 0.224
H 0.196 -0.405 1.105
H 0.146 -1.503 -0.343
H 2.684 -0.576 -0.799
H 2.246 -1.856 1.834
H 3.668 -2.253 0.541
H 1.889 -2.798 0.530
H -1.761 -0.082 3.006
H -1.248 -1.495 3.196
O -1.044 -0.567 3.402
H 3.185 0.763 2.980
H 2.800 0.715 1.603
O 3.042 1.368 2.299
H 0.730 -0.658 3.189
H 1.904 -0.258 4.047
O 1.642 -0.887 3.321
H -1.410 2.691 -3.013
H -2.351 1.596 -3.437
O -1.441 1.793 -3.526
H -3.058 -0.277 1.259
H -2.702 1.192 1.199
O -2.997 0.519 1.786
H -0.144 4.026 0.849
H 0.682 3.034 1.451
O 0.334 3.315 0.571
H 2.689 3.979 -0.874
H 3.699 3.096 -1.536
O 3.638 3.815 -0.901
H 0.037 -1.191 -2.602
H -0.512 -2.082 -3.833
O -0.474 -2.039 -2.855
H -2.192 -2.426 1.071
H -0.821 -2.744 1.035
O -1.541 -2.528 1.755
H -3.513 -1.683 -1.207
H -4.464 -1.127 -0.149
O -3.595 -1.516 -0.244
H 1.253 -4.139 -1.357
H 0.009 -3.385 -1.694
O 0.375 -3.817 -0.964
H -0.047 1.116 2.675
H 1.520 1.624 2.641
O 0.543 1.849 2.693
H -3.012 -2.863 -2.365
H -2.293 -1.764 -3.008
O -3.168 -2.122 -2.903
```

* energy: -37477.753 eV
* total charge: 0
* frontier orbital gap: 8.6804 eV
* 2S+1: 1

Results of the Mulliken charge analysis, in e, for atoms 1 through 5:
1. C -1.194
2. N -0.404
3. C -1.163
4. C 1.411
5. O -0.819

The following is a quantum chemistry calculation of a 16-piece molecular cluster, C5H40O15 overall at a distorted geometry, from OMol25.

Geometry as XYZ:
```
60
Properties=species:S:1:pos:R:3
C 0.796 1.171 0.062
C -0.023 0.600 -1.096
C 0.036 1.238 -2.442
C 1.075 0.954 -3.341
C -1.019 2.178 -2.856
H 0.299 1.277 1.034
H 1.522 0.452 0.441
H 1.240 2.133 -0.157
H 0.374 -0.421 -1.166
H -1.075 0.480 -0.822
H 1.096 1.487 -4.286
H 1.826 0.185 -3.196
H -1.581 1.487 -3.521
H -1.431 2.788 -2.062
H -0.728 2.820 -3.699
H 2.177 -2.141 -3.234
H 0.695 -2.406 -3.645
O 1.615 -2.647 -3.828
H -3.108 1.695 2.915
H -2.612 0.683 1.897
O -2.376 1.087 2.748
H -0.942 -1.327 -2.377
H -1.904 -2.070 -3.314
O -1.008 -2.085 -2.958
H 1.259 -1.607 0.589
H 1.473 -2.890 -0.238
O 0.802 -2.347 0.185
H 3.153 -0.021 -0.840
H 4.002 0.652 -1.836
O 3.153 0.187 -1.785
H 0.052 -3.012 2.731
H 1.425 -3.588 2.942
O 0.618 -3.380 3.417
H -3.040 -1.407 0.272
H -3.546 -1.950 1.541
O -3.406 -1.096 1.114
H -0.994 -3.117 0.706
H -1.802 -2.788 -0.595
O -1.872 -3.107 0.309
H 2.938 -0.838 1.975
H 3.743 -2.173 2.029
O 3.183 -1.621 1.476
H -1.371 2.689 0.481
H -0.959 4.104 0.144
O -1.540 3.397 -0.148
H 2.510 2.359 1.925
H 2.979 1.052 2.411
O 3.335 1.876 2.044
H -0.950 2.317 2.720
H 0.268 3.445 2.737
O -0.343 2.901 2.237
H -0.756 -1.135 2.999
H -1.084 -1.148 1.458
O -0.434 -0.906 2.121
H 0.597 0.544 2.895
H 1.053 -0.321 3.913
O 1.427 0.415 3.406
H -3.177 1.498 -2.640
H -4.060 0.696 -1.481
O -3.584 0.701 -2.312
```

* energy: -36537.173 eV
* total charge: +1
* frontier orbital gap (alpha / beta): 9.6771 / 6.1472 eV
* 2S+1: 2

Results of the Mulliken charge analysis, in e, for atoms 1 through 5:
1. C 0.758
2. C 1.077
3. C 0.757
4. C -0.954
5. C -1.669

The following is a quantum chemistry calculation of a 14-piece molecular cluster, C5H41N2O14 overall at a distorted geometry, from OMol25.

Geometry as XYZ:
```
62
Properties=species:S:1:pos:R:3
C 1.469 1.547 -0.659
N 0.341 0.751 -0.356
C 0.259 0.439 1.115
C 0.571 -0.989 1.313
C 0.384 -1.550 2.727
O -0.242 -1.807 0.468
C 2.456 0.877 -1.734
N 1.993 -0.466 -2.165
H 2.113 1.625 0.288
H 1.253 2.507 -1.203
H -0.578 1.049 -0.704
H 0.803 1.113 1.800
H -0.891 0.662 1.252
H 1.593 -1.190 0.882
H -0.352 -0.910 3.142
H 0.052 -2.544 2.580
H 1.228 -1.329 3.276
H 1.705 -3.186 -1.146
H 3.588 0.866 -1.676
H 2.338 1.496 -2.629
H 0.994 -0.531 -2.634
H -1.112 -1.271 0.250
H 2.737 -0.955 -2.859
H 0.787 -0.691 -4.591
H 1.945 -1.040 -1.241
O 1.619 -1.214 -4.650
H 2.225 -0.072 4.522
H 2.337 1.371 4.440
O 2.209 0.661 3.949
H -1.519 1.250 2.629
H -1.567 1.545 4.146
O -0.961 1.213 3.450
H -1.170 1.054 -3.438
H -1.293 1.103 -4.955
O -0.998 0.561 -4.221
H -3.359 1.203 1.788
H -4.216 2.404 1.767
O -3.625 1.984 1.192
H -0.373 3.647 -2.927
H -1.520 3.000 -2.107
O -0.814 2.827 -2.772
H -4.553 -0.108 2.504
H -3.079 -0.826 2.316
O -3.531 -0.005 2.708
H 4.583 -2.134 -0.746
H 3.440 -1.696 0.221
O 3.729 -1.718 -0.718
H -2.410 -1.070 -1.845
H -2.822 0.177 -1.056
O -2.429 -0.801 -0.858
H -3.837 2.005 -1.888
H -3.483 1.797 -0.313
O -3.117 1.656 -1.303
H 1.383 -2.209 -4.630
H 0.368 -2.658 -0.950
O 1.020 -2.908 -1.657
H -3.548 -2.043 0.582
H -2.117 -2.346 1.196
O -3.032 -2.036 1.457
H 4.161 0.340 2.623
H 2.931 -0.137 2.100
O 3.938 -0.293 1.947
```

* energy: -37489.966 eV
* total charge: 0
* frontier orbital gap (alpha / beta): 2.1189 / 9.1419 eV
* 2S+1: 2

Results of the Mulliken charge analysis, in e, for atoms 1 through 5:
1. C -0.051
2. N 0.650
3. C -1.355
4. C 3.025
5. C -1.795

The following is a quantum chemistry calculation of a 15-piece molecular cluster, C5H42NO15 overall at a distorted geometry, from OMol25.

Geometry as XYZ:
```
63
Properties=species:S:1:pos:R:3
C -1.619 -2.537 1.351
C -2.646 -1.602 1.864
C -2.559 -0.179 1.345
C -1.101 0.417 1.157
C -1.234 1.704 0.345
N 0.068 2.316 -0.011
H -1.451 -2.377 0.374
H -0.619 -2.435 2.039
H -1.769 -3.650 1.398
H -3.462 -2.109 1.478
H -2.849 -1.708 2.895
H -3.151 -0.327 0.369
H -3.023 0.478 2.064
H -0.738 0.567 2.184
H -2.022 2.241 0.940
H 0.338 3.073 0.607
H 0.847 1.442 0.192
H 0.142 2.515 -1.013
H -0.627 -2.915 -1.853
H 0.664 -3.187 -0.916
O 0.205 -2.592 -1.570
H 4.292 -2.492 -0.546
H 3.257 -1.496 -1.144
O 3.441 -1.994 -0.320
H -1.293 1.075 -1.502
H -3.285 0.519 -2.193
O -1.840 1.619 -0.886
H 2.612 1.717 1.751
H 3.393 1.231 0.494
O 2.550 1.437 0.842
H 2.179 0.845 3.500
H 2.673 2.058 4.407
O 2.483 1.746 3.474
H 2.340 -2.983 0.492
H 2.004 -4.531 0.584
O 1.614 -3.653 0.469
H -0.494 -0.317 0.585
H -4.359 -0.379 -1.764
O -4.120 0.227 -2.439
H 0.996 3.191 3.629
H -0.588 3.337 3.975
O 0.131 3.445 3.278
H -0.734 4.517 1.408
H 0.813 5.001 0.939
O -0.054 4.710 0.810
H 2.053 -2.795 -2.902
H 3.517 -2.815 -3.503
O 2.720 -2.387 -3.390
H -2.742 -3.817 -2.455
H -2.927 -2.949 -1.371
O -2.395 -3.628 -1.631
H 0.894 0.187 -2.629
H 0.367 -0.868 -1.644
O 0.123 -0.026 -2.073
H -2.417 3.390 2.076
H -3.892 3.454 2.465
O -3.220 4.017 2.221
H 3.139 0.645 -2.862
H 4.395 0.065 -2.409
O 3.530 0.460 -1.953
H 1.141 -0.147 -4.681
H 2.422 -0.793 -4.164
O 1.887 0.041 -4.174
```

* energy: -38061.588 eV
* total charge: +1
* frontier orbital gap: 10.4252 eV
* 2S+1: 1

Results of the Mulliken charge analysis, in e, for atoms 1 through 5:
1. C -0.532
2. C -0.928
3. C 0.002
4. C -0.375
5. C 0.478

| no. | molar mass (g/mol) |
| --- | --- |
| 1 | 336.38 |
| 2 | 336.38 |
| 3 | 352.38 |
| 4 | 340.36 |
| 5 | 353.38 |
| 6 | 356.38 |